P) C4H8N2 | ωB97M-V/def2-TZVPD

Each atom is followed by the atoms it is bonded to, with distances in Å.
Positions of all 14 atoms, in Å:
1 C -0.6604 0.2411 -0.4082  C2 1.433, H7 1.115, N14 1.260
2 C 0.5836 -0.3520 -0.7989  C1 1.433, C3 1.516, C4 1.561, H8 1.064
3 C 1.3088 -1.3633 0.0662  C2 1.516, C4 1.529, H9 1.168, H10 1.101
4 C 1.7785 0.0914 0.1020  C2 1.561, C3 1.529, H11 1.088, H12 1.099
5 H -2.7537 1.0155 -0.0700  N13 0.973
6 H -2.7253 1.6310 1.4688  N13 0.996
7 H -1.4269 0.4146 -1.1995  C1 1.115
8 H 0.9018 -0.1557 -1.7952  C2 1.064
9 H 0.4540 -1.6905 0.7917  C3 1.168
10 H 1.7497 -2.2569 -0.4030  C3 1.101
11 H 1.4674 0.6221 0.9998  C4 1.088
12 H 2.7815 0.2490 -0.3183  C4 1.099
13 N -2.4108 0.9293 0.8364  H5 0.973, H6 0.996, N14 1.400
14 N -1.0483 0.6244 0.7283  C1 1.260, N13 1.400

The LUMO energy comes out at 1.3 eV. As for the SMILES: N/N=C/C1CC1. The HOMO energy is -0.31216 Eh. The total charge is 0.

In elementary charge units, the natural (NBO) charges are: C 0.05; C -0.31; C -0.41; C -0.40; H 0.32; H 0.37; H 0.13; H 0.23; H 0.23; H 0.23; H 0.24; H 0.22; N -0.65; N -0.25

Q) C4H8N2 | ωB97M-V/def2-TZVPD

Each atom is followed by the atoms it is bonded to, with distances in Å.
Positions of all 14 atoms, in Å:
1 C 1.0573 -0.5231 -0.7397  N2 1.445, H7 1.101, H8 1.091, H9 1.105
2 N 0.2042 0.1503 0.2122  C1 1.445, C3 1.457
3 C 0.8372 1.3914 0.6371  N2 1.457, H10 1.111, H11 1.092, H12 1.100
4 C -1.8734 -0.4044 -0.3513  C5 1.413, H13 1.102, H14 1.096
5 C -1.5622 -1.2477 0.7383  C4 1.413, N6 1.161
6 N -0.9645 -1.7497 1.5982  C5 1.161
7 H 1.3302 0.0815 -1.6180  C1 1.101
8 H 0.5884 -1.4571 -1.0544  C1 1.091
9 H 2.0007 -0.7827 -0.2262  C1 1.105
10 H 1.7798 1.0834 1.1389  C3 1.111
11 H 0.2457 1.9048 1.3981  C3 1.092
12 H 1.1384 2.0907 -0.1566  C3 1.100
13 H -2.0090 -0.9186 -1.3161  C4 1.102
14 H -2.6670 0.3321 -0.1824  C4 1.096

The LUMO energy (spin up / spin down) comes out at -0.6 / -0.3 eV. The HOMO energy (spin up / spin down) is -0.33687 / -0.31700 Eh. The total charge is 0.

In elementary charge units, the natural (NBO) charges are: C -0.47; N -0.29; C -0.46; C -0.36; C 0.22; N -0.30; H 0.18; H 0.20; H 0.21; H 0.22; H 0.21; H 0.18; H 0.22; H 0.23

Which structure above is the least stable? It is Q).